1.
Entry from the Open Molecules 2025 dataset: a cluster of 2 separate species, C30H39ClF13N4O9PS in total at a distorted geometry (ωB97M-V/def2-TZVPD).

## Properties
M	945.1	Da
highest occupied orbital energy	-9.10	eV

Geometry as ORCA input:
```
! RIJCOSX wB97M-V def2-TZVPD def2/J DEFGRID3
* xyz 0 1
C 2.882 -5.080 0.025
C 3.688 -4.219 -0.949
O 3.190 -2.897 -1.014
C 3.830 -1.979 -0.136
C 4.158 -0.638 -0.827
C 3.225 -0.312 -1.992
C 1.905 0.350 -1.542
C 2.124 1.840 -1.230
C 0.834 2.663 -1.018
C 1.331 4.105 -0.730
C 1.865 4.831 -1.988
O 0.980 5.914 -2.369
C 0.680 5.935 -3.687
O 1.390 6.373 -4.539
C -0.156 2.571 -2.170
N -1.471 2.829 -1.527
P -2.143 4.448 -1.594
O -3.474 4.081 -2.477
Cl -2.973 4.778 0.238
C -1.280 2.169 -0.317
N -2.302 1.671 0.340
C -2.139 1.018 1.635
C -2.734 -0.401 1.731
C -4.064 -0.458 2.459
F -4.846 0.560 1.987
F -3.947 -0.260 3.786
C -4.907 -1.742 2.179
F -6.131 -1.507 2.692
F -5.055 -1.891 0.852
C -4.345 -3.043 2.862
F -3.095 -2.861 3.325
F -5.110 -3.277 3.951
C -4.461 -4.346 2.006
F -5.652 -4.408 1.420
F -4.399 -5.377 2.868
S -3.079 -4.646 0.746
F -4.071 -4.381 -0.468
F -2.693 -3.104 0.730
F -2.071 -4.929 1.920
F -3.476 -6.184 0.694
F -1.917 -4.918 -0.283
O -3.544 1.879 -0.200
C -4.027 0.816 -0.997
O -5.199 0.642 -0.973
C -3.146 0.038 -1.934
C -3.674 -0.140 -3.210
C -2.983 -0.878 -4.146
C -1.766 -1.472 -3.854
C -1.226 -1.288 -2.591
C -1.912 -0.547 -1.648
N 0.017 2.033 0.074
C 0.380 2.669 1.414
O 1.454 2.285 1.878
O -0.443 3.474 1.854
H 3.417 -6.000 0.267
H 1.939 -5.368 -0.441
H 2.676 -4.536 0.947
H 4.760 -4.257 -0.738
H 3.556 -4.643 -1.950
H 3.153 -1.782 0.702
H 4.739 -2.393 0.305
H 5.210 -0.592 -1.110
H 4.040 0.130 -0.056
H 3.036 -1.190 -2.606
H 3.747 0.394 -2.650
H 1.200 0.203 -2.356
H 1.586 -0.155 -0.627
H 2.698 2.256 -2.064
H 2.757 1.940 -0.349
H 2.161 4.088 -0.028
H 0.558 4.757 -0.320
H 2.811 5.308 -1.736
H 2.034 4.153 -2.824
H -0.308 5.527 -3.958
H -0.229 1.512 -2.424
H 0.049 3.044 -3.125
H -3.597 4.756 -3.154
H -2.638 1.644 2.378
H -1.094 0.995 1.919
H -2.869 -0.845 0.747
H -2.025 -1.034 2.263
H -4.636 0.287 -3.459
H -3.416 -1.028 -5.128
H -1.239 -2.073 -4.583
H -0.266 -1.719 -2.333
H -1.473 -0.434 -0.667
C 5.350 -0.806 3.433
O 5.267 -1.390 2.366
N 4.582 0.230 3.806
C 4.740 0.876 5.094
C 3.556 0.729 2.897
H 6.089 -1.095 4.201
H 3.813 0.804 5.666
H 4.988 1.930 4.957
H 5.539 0.396 5.657
H 2.844 -0.063 2.669
H 4.014 1.056 1.965
H 3.036 1.560 3.353
*
```

***

2.
Entry from the Open Molecules 2025 dataset: a structure of composition C24H23Cl5CrN4O3S (ωB97M-V/def2-TZVPD).

## Properties
ΔE to the lowest compared entry with this formula, charge and spin	0.000	eV
M	676.8	Da
highest occupied orbital energy (alpha / beta)	-10.76 / -10.76	eV

Geometry as ORCA input:
```
! RIJCOSX wB97M-V def2-TZVPD def2/J DEFGRID3
* xyz 1 4
Cr 0.219 0.106 1.752
C -0.812 -4.044 1.839
C -0.590 -2.598 2.100
N 0.207 -1.848 1.427
N 0.961 -2.302 0.374
C 1.547 -1.267 -0.187
O 1.421 -0.044 0.241
C 2.395 -1.484 -1.376
C 2.389 -2.711 -2.036
C 3.156 -2.882 -3.175
C 3.933 -1.836 -3.657
C 3.942 -0.614 -3.001
C 3.171 -0.434 -1.863
C -1.314 -1.866 3.172
C -2.249 -2.460 4.002
C -2.886 -1.681 4.961
C -2.571 -0.339 5.069
C -1.626 0.194 4.203
N -1.018 -0.547 3.284
H -0.065 -4.410 1.142
H -1.802 -4.192 1.401
H -0.766 -4.619 2.763
H 1.773 -3.514 -1.660
H 3.147 -3.831 -3.692
H 4.533 -1.975 -4.546
H 4.550 0.198 -3.375
H 3.159 0.518 -1.352
H -2.480 -3.509 3.897
H -3.624 -2.126 5.613
H -3.046 0.295 5.803
H -1.350 1.241 4.228
Cl -4.625 5.028 0.303
C -3.247 4.137 0.798
C -3.125 2.794 0.449
Cl -4.320 1.996 -0.482
C -1.999 2.102 0.867
Cl -1.802 0.409 0.435
C -0.975 2.673 1.621
O 0.082 1.986 2.006
C -1.125 4.026 1.967
Cl 0.111 4.750 2.917
C -2.243 4.744 1.559
Cl -2.393 6.392 2.000
O -1.979 0.058 -2.755
S -0.498 -0.145 -2.707
C 0.086 -0.389 -4.406
C 0.251 0.999 -5.006
C 0.985 1.796 -3.930
C 0.239 1.529 -2.625
H -0.655 -1.024 -4.887
H 1.038 -0.921 -4.343
H -0.735 1.432 -5.192
H 0.790 0.973 -5.953
H 1.032 2.862 -4.149
H 2.012 1.430 -3.846
H -0.641 2.165 -2.516
H 0.856 1.603 -1.731
N 1.912 0.244 2.934
H 2.668 0.444 2.281
H 2.183 -0.560 3.492
H 1.816 1.050 3.547
*
```

***

3.
Entry from the Open Molecules 2025 dataset: the molecule C4H10N2O at a distorted geometry (ωB97M-V/def2-TZVPD).

## Properties
ΔE to the lowest compared entry with this formula, charge and spin	2.084	eV
M	102.1	Da
structure (SMILES)	C[C@@H](N)CC(N)=O
highest occupied orbital energy	-9.30	eV

Geometry as ORCA input:
```
! RIJCOSX wB97M-V def2-TZVPD def2/J DEFGRID3
* xyz 0 1
C -0.298 0.968 1.252
C 0.042 -0.498 0.792
N -0.835 -1.591 1.285
C 0.108 -0.708 -0.708
C 1.074 0.242 -1.304
N 0.302 1.329 -1.801
O 2.201 0.219 -0.897
H -1.105 1.385 0.589
H -0.820 0.663 2.243
H 0.529 1.673 1.326
H 1.044 -0.610 1.391
H -0.295 -2.499 1.436
H -1.554 -1.734 0.457
H -0.933 -0.580 -1.028
H 0.464 -1.779 -0.929
H 0.766 2.189 -2.134
H -0.689 1.330 -1.972
*
```

***

4.
Entry from the Open Molecules 2025 dataset: a cluster of 4 separate species, C7H12N6OP in total at a distorted geometry (ωB97M-V/def2-TZVPD).

## Properties
M	227.2	Da
highest occupied orbital energy	-3.36	eV

Geometry as ORCA input:
```
! RIJCOSX wB97M-V def2-TZVPD def2/J DEFGRID3
* xyz -1 1
N -1.219 0.867 2.733
C -1.753 2.069 2.703
O -2.765 3.125 2.365
N -3.712 3.168 3.339
P -5.308 2.729 2.650
N -5.889 1.522 3.575
H -6.185 3.891 2.716
H -5.197 2.189 1.301
H -6.048 0.668 2.976
C 0.382 -1.045 0.712
C 0.789 -1.233 -0.691
N 1.110 -1.381 -1.799
H 0.190 0.009 0.940
H -0.534 -1.599 0.945
H 1.155 -1.390 1.407
C 4.397 -1.645 0.581
C 3.537 -1.650 1.776
N 2.857 -1.655 2.720
H 4.206 -0.771 -0.051
H 5.459 -1.626 0.847
H 4.235 -2.533 -0.038
C 1.816 -0.434 -4.850
C 1.508 -0.995 -6.176
N 1.266 -1.439 -7.224
H 2.884 -0.509 -4.617
H 1.544 0.625 -4.786
H 1.274 -0.956 -4.054
*
```

***

5.
Entry from the Open Molecules 2025 dataset: the ion C3H3O4S with charge -1 at a distorted geometry (ωB97M-V/def2-TZVPD).

## Properties
ΔE to the lowest compared entry with this formula, charge and spin	3.115	eV
M	135.1	Da
highest occupied orbital energy	-2.70	eV

Geometry as ORCA input:
```
! RIJCOSX wB97M-V def2-TZVPD def2/J DEFGRID3
* xyz -1 1
C -1.362 0.231 -0.085
C -0.909 0.084 1.163
C 0.753 0.187 -1.133
O 1.333 -1.575 0.814
O -1.521 0.082 2.255
O -0.630 0.233 -1.316
O 1.192 0.765 0.090
S 1.006 -0.215 1.361
H -2.466 0.066 -0.154
H 1.275 -0.769 -1.084
H 1.328 0.911 -1.911
*
```

***

6.
Entry from the Open Molecules 2025 dataset: a structure of composition C17H20MoN5O6S3Te at a distorted geometry (ωB97M-V/def2-TZVPD).

## Properties
ΔE to the lowest compared entry with this formula, charge and spin	1.048	eV
M	710.1	Da
highest occupied orbital energy (alpha / beta)	-2.95 / -3.36	eV

Geometry as ORCA input:
```
! RIJCOSX wB97M-V def2-TZVPD def2/J DEFGRID3
* xyz -1 3
Mo 1.441 0.287 -1.244
C 0.521 4.458 -2.635
C 0.612 2.962 -2.638
S 2.163 2.301 -2.176
C -0.418 2.167 -2.976
C -1.715 2.701 -3.506
S -0.322 0.424 -2.824
H 1.402 4.869 -2.147
H -0.367 4.771 -2.086
H 0.460 4.866 -3.645
H -1.530 3.461 -4.268
H -2.294 3.159 -2.702
H -2.298 1.889 -3.940
C 3.805 0.573 3.853
O 3.318 1.115 2.641
C 2.915 0.295 1.650
O 2.858 0.755 0.524
N 2.712 -1.007 1.982
N 2.478 -1.926 0.950
H 4.371 1.379 4.319
H 4.463 -0.277 3.663
H 2.990 0.273 4.517
H 2.306 -1.202 2.897
H 1.483 -2.031 0.721
H 2.869 -2.823 1.221
S -0.579 -2.816 -0.361
C -0.801 -3.505 -1.847
N 0.242 -3.439 -2.760
C 0.173 -4.042 -3.961
C -0.949 -4.753 -4.288
C -1.997 -4.748 -3.343
N -1.928 -4.147 -2.183
H 1.025 -2.801 -2.544
H 1.034 -3.925 -4.603
H -1.044 -5.276 -5.225
H -2.926 -5.261 -3.552
Te 3.000 -1.244 -2.466
O 0.006 1.837 -0.060
C -0.239 0.875 0.691
O 0.359 -0.226 0.513
C -1.213 0.998 1.802
C -2.034 2.130 1.873
C -2.963 2.245 2.895
C -3.066 1.267 3.864
C -2.212 0.153 3.817
C -1.304 0.009 2.768
N -2.258 -0.815 4.839
O -1.366 -1.678 4.874
O -3.174 -0.753 5.673
H -1.937 2.892 1.113
H -3.606 3.114 2.930
H -3.775 1.350 4.675
H -0.691 -0.880 2.717
*
```